This record from the OMol25 dataset describes a molecular structure, C30H49Cl3MnN3O4Si. The level of theory is ωB97M-V/def2-TZVPD.

Output
**HOMO level (spin up / spin down)**: -5.0 / -4.5 eV
**⟨S²⟩**: 6.11
**Multiplicity**: 5

The geometry in XYZ format:
```
91
Properties=species:S:1:pos:R:3:forces:R:3
C -3.799279 5.695842 -3.847968 0.2 0.1 0.2
C -4.232521 5.219859 -5.198913 0.0 0.1 -1.1
H -3.245113 6.639703 -3.938449 -0.1 -0.3 0.2
H -3.168674 4.942576 -3.356342 -0.2 0.3 -0.1
H -4.667701 5.895353 -3.201863 0.2 -0.1 -0.1
C -4.491648 6.062523 -6.215404 -0.2 -0.7 0.5
C -4.320332 7.544911 -6.155544 0.0 0.6 -0.4
H -4.890760 5.684317 -7.162000 0.3 0.0 0.4
H -3.328618 7.844963 -5.775523 -0.4 -0.1 -0.1
H -5.087297 8.054108 -5.556987 0.2 -0.2 0.0
H -4.426848 7.933869 -7.179937 0.2 0.1 0.4
Mn -0.661510 0.470962 -1.031252 0.2 -0.1 1.2
Cl -2.801187 1.106088 -0.983570 -0.1 -0.1 -0.2
C -2.092941 -1.559123 -2.442589 1.0 0.2 0.1
O -0.945428 -1.035561 -2.258713 -1.5 -0.5 -0.3
N -2.273787 -2.464276 -3.384154 -0.1 0.3 0.1
C -1.148452 -2.856210 -4.217735 0.2 -0.2 -0.2
C -3.617775 -2.917858 -3.746894 -0.2 0.2 0.3
H -2.953703 -1.277399 -1.822082 0.2 0.0 -0.2
H -0.311774 -3.178187 -3.586585 -0.2 0.1 -0.2
H -0.810064 -2.029061 -4.856473 -0.1 -0.2 0.2
H -1.490467 -3.687503 -4.839937 0.3 0.2 0.1
H -4.231244 -2.958492 -2.840030 0.1 -0.1 -0.2
H -3.541222 -3.907879 -4.199324 -0.1 0.1 0.2
H -4.097891 -2.228155 -4.455546 0.2 -0.2 0.1
H 1.651184 -3.900084 0.189686 0.1 0.3 -0.1
H 1.709787 -3.120617 2.988511 0.1 0.3 -0.2
C 2.310186 -3.018156 0.139043 -0.1 -0.3 0.1
C 2.370930 -2.368408 2.531945 -0.2 0.0 0.2
N 1.944413 -2.057340 1.171422 -0.2 0.3 -0.2
H 2.249910 -2.561903 -0.853092 0.0 -0.1 0.3
C 1.142450 -1.034265 0.899797 -0.4 0.2 -0.7
O 0.676539 -0.846644 -0.262530 0.7 0.0 1.1
H 2.344612 -1.456378 3.137069 0.0 -0.3 0.0
H 0.917298 -0.343906 1.734588 0.0 -0.3 -0.3
H 3.329746 -3.354581 0.354336 -0.1 0.1 -0.2
H 3.388299 -2.773097 2.499001 -0.2 0.2 0.0
H 2.125509 4.165371 0.160740 0.1 -0.1 -0.2
H 0.237223 3.934603 -1.965656 0.3 0.0 -0.2
C 2.831852 4.030629 -0.670622 0.3 -0.1 -0.1
C 1.197476 3.956260 -2.506725 -0.1 0.0 0.1
N 2.235059 3.262493 -1.757840 -0.1 -0.4 0.1
H 3.717703 3.497033 -0.309563 -0.1 0.2 0.0
C 2.295653 1.914681 -1.729470 -1.1 -0.4 -0.1
O 1.477192 1.133343 -2.259444 1.1 1.0 0.4
H 1.085044 3.500440 -3.495081 0.0 0.1 0.3
H 3.153754 1.531627 -1.140607 -0.2 0.1 -0.2
H 3.118680 5.015129 -1.056645 0.1 -0.2 0.1
H 1.520652 4.997250 -2.608722 -0.1 -0.2 -0.1
O -3.043568 3.168509 -4.970975 0.1 0.0 -0.4
C -4.312664 3.699967 -5.358329 0.0 0.0 0.1
C -3.976131 3.449469 -7.872774 -0.4 -0.2 0.0
C -4.773237 3.248566 -6.739741 0.0 0.2 0.4
H -3.002747 3.943265 -7.763939 -0.4 -0.3 -0.1
C -4.461786 3.049548 -9.124242 0.3 0.2 0.3
H -5.037340 3.341358 -4.604431 0.1 0.0 -0.3
C -6.041438 2.674701 -6.854159 0.2 0.2 -0.3
H -3.813646 3.160032 -9.995139 -0.3 0.0 0.1
C -5.747634 2.523537 -9.249562 -0.1 -0.2 0.2
C -6.540670 2.334349 -8.111916 0.4 0.1 0.1
H -6.624903 2.535016 -5.941118 0.0 0.0 -0.4
H -6.128789 2.239425 -10.231427 0.1 0.1 0.3
H -7.535327 1.914388 -8.192909 0.0 0.0 -0.1
Si -2.129537 1.815950 -5.350546 -0.6 1.1 -0.4
Cl -0.181071 2.286707 0.192540 0.2 -0.4 0.1
C -1.027638 2.071747 -6.839393 0.0 0.0 -0.4
C -3.304717 0.398131 -5.652167 0.0 -0.4 -0.1
C -1.059176 1.693963 -3.875992 0.0 -0.5 0.6
H -1.592820 2.087303 -7.784119 0.3 0.0 0.3
H -0.295646 1.249100 -6.890808 -0.2 0.2 0.0
H -0.463215 3.012127 -6.748705 -0.2 -0.2 0.0
H -0.809325 2.687600 -3.487039 -0.1 -0.3 -0.3
H -0.138864 1.119375 -4.029676 -0.2 0.1 0.1
H -1.684947 1.212688 -3.103316 0.4 0.3 -0.4
H -3.982769 0.627215 -6.489498 0.2 -0.1 0.3
H -3.911889 0.215680 -4.757431 0.0 0.0 -0.1
H -2.761696 -0.527224 -5.899569 -0.1 0.2 0.0
Cl -1.093033 -3.986695 2.387011 0.1 -0.9 -0.5
C -1.175967 -2.610180 3.393187 -0.4 1.6 0.9
C -0.688473 -2.669264 4.687693 0.0 0.5 0.0
C -0.697200 -1.528556 5.507873 0.2 -0.4 0.1
C -1.238432 -0.330264 5.019082 -0.2 0.0 -0.2
C -1.790713 -0.266501 3.753977 0.1 -0.2 0.1
C -1.824120 -1.418879 2.883790 0.6 -0.2 0.7
C -2.430924 -1.360588 1.654255 0.0 0.6 -1.2
H -0.297567 -3.614771 5.051809 0.1 0.1 0.0
H -0.293967 -1.587030 6.519540 -0.1 0.0 -0.3
H -1.260769 0.550270 5.664354 0.0 -0.2 -0.2
H -2.259582 0.657431 3.382060 0.3 -0.5 0.2
H -2.905346 -0.432264 1.351423 -0.1 -0.3 0.0
H -2.510922 -2.234956 1.024552 -0.1 0.0 0.0
```
Positions in Å, forces in eV/Å.